(1)
Here is a cluster of 2 separate species, C3H7ClNS in total at a distorted geometry from OMol25. Energies are from ωB97M-V with the def2-TZVPD basis set.

Properties
Charge   +1
Energy relative to the best compared isomer or geometry (same formula, charge and spin)   239.8 kJ/mol
E   -1031.24999 Ha
Orbital gap   7.98 eV
Highest occupied orbital energy   -12.77 eV
Strongest force on any atom   4.09 eV/A
Spin multiplicity   1

Bonds (Å) are listed after each position.
CARTESIAN COORDINATES (ANGSTROEM)
1 C -1.4251 -0.1110 -0.1825  C3 1.466, S5 1.607
2 C 1.7615 -1.1812 0.1219  N4 1.253, H7 1.187, H8 1.115
3 C -1.4864 1.3372 0.0398  C1 1.466, Cl6 1.808, H9 1.119, H10 1.121
4 N 2.2225 -0.0277 -0.0389  C2 1.253, H11 0.979, H12 0.981
5 S -2.7944 -0.9278 0.0182  C1 1.607, H13 1.334
6 Cl 0.1503 2.1042 0.0536  C3 1.808
7 H 2.2280 -2.1952 0.5244  C2 1.187
8 H 0.6498 -1.2096 0.0361  C2 1.115
9 H -1.8042 1.7297 -0.9586  C3 1.119
10 H -1.9287 1.6469 1.0227  C3 1.121
11 H 3.1362 0.2735 0.1441  N4 0.979
12 H 1.5615 0.6287 -0.3463  N4 0.981
13 H -2.2711 -2.0677 -0.4347  S5 1.334

(2)
Here is a cluster of 14 separate species, C28H84N4O14 in total at a distorted geometry from OMol25. Energies are from ωB97M-V with the def2-TZVPD basis set.

Properties
Charge   0
Energy relative to the best compared isomer or geometry (same formula, charge and spin)   1192.3 kJ/mol
E   -2389.12778 Ha
Orbital gap   8.42 eV
Highest occupied orbital energy   -8.55 eV
Strongest force on any atom   11.63 eV/A
Spin multiplicity   1

Bonds (Å) are listed after each position.
CARTESIAN COORDINATES (ANGSTROEM)
1 C -0.3594 1.8688 -4.4364  O2 1.398, H3 1.059, H4 1.126, H5 1.064
2 O -0.1944 0.8618 -3.4814  C1 1.398, H6 0.930
3 H -0.6244 1.4028 -5.3494  C1 1.059
4 H 0.5966 2.4448 -4.5874  C1 1.126
5 H -1.0664 2.6588 -4.3414  C1 1.064
6 H -1.0194 0.5008 -3.2494  O2 0.930
7 C -2.9054 -1.4952 3.3916  O8 1.443, H9 1.109, H10 1.037, H11 1.092
8 O -1.9574 -0.5312 2.8886  C7 1.443, H12 0.957
9 H -3.5384 -1.7952 2.5316  C7 1.109
10 H -3.4484 -0.9462 4.0836  C7 1.037
11 H -2.5174 -2.3952 3.8736  C7 1.092
12 H -1.4964 -0.1162 3.6176  O8 0.957
13 C -3.4834 1.0628 -2.8674  O14 1.355, H15 1.078, H16 1.153, H17 1.058
14 O -2.7144 -0.0492 -2.9574  C13 1.355, H18 0.968
15 H -3.5214 1.4548 -1.8644  C13 1.078
16 H -4.5674 0.7208 -3.0624  C13 1.153
17 H -3.0654 1.7938 -3.5074  C13 1.058
18 H -3.2634 -0.7252 -2.5344  O14 0.968
19 C -1.0474 -3.4842 0.9946  O20 1.399, H21 1.035, H22 1.095, H23 1.051
20 O 0.0276 -4.3412 0.7356  C19 1.399, H24 0.963
21 H -1.6174 -3.5052 0.1306  C19 1.035
22 H -0.5794 -2.4992 1.0936  C19 1.095
23 H -1.5384 -3.7382 1.8886  C19 1.051
24 H 0.8176 -3.8772 0.4396  O20 0.963
25 C -0.3804 -0.0762 -0.1814  O26 1.384, H27 1.090, H28 1.037, H29 1.096
26 O 0.7506 0.5308 -0.6994  C25 1.384, H30 0.929
27 H -0.3134 -1.1162 -0.5004  C25 1.090
28 H -1.2844 0.2878 -0.5364  C25 1.037
29 H -0.3594 -0.2102 0.9066  C25 1.096
30 H 0.6876 0.6138 -1.6224  O26 0.929
31 C 2.6666 -0.5002 -3.3574  O32 1.366, N33 1.287, N34 1.301
32 O 1.6256 -1.2942 -2.9694  C31 1.366
33 N 2.6086 0.7158 -3.7754  C31 1.287, H35 1.027, H36 1.065
34 N 3.8856 -0.8792 -3.6104  C31 1.301, H37 1.068, H38 1.006
35 H 1.6226 0.9998 -3.8104  N33 1.027
36 H 3.0826 1.0478 -4.6694  N33 1.065
37 H 4.1286 -1.8502 -3.2384  N34 1.068
38 H 4.5846 -0.2962 -4.0384  N34 1.006
39 C 3.0676 -2.4842 0.3926  O40 1.393, N41 1.286, N42 1.269
40 O 3.8806 -2.1552 1.4746  C39 1.393
41 N 2.9706 -1.6452 -0.5774  C39 1.286, H43 1.039, H44 1.023
42 N 2.6296 -3.6172 0.0256  C39 1.269, H45 0.978, H46 1.065
43 H 3.2726 -0.6592 -0.4524  N41 1.039
44 H 2.0566 -1.5992 -1.0354  N41 1.023
45 H 2.4876 -3.8812 -0.9054  N42 0.978
46 H 2.7896 -4.3842 0.7466  N42 1.065
47 C -3.6144 2.4748 3.4186  C48 1.527, H51 1.134, H52 1.155, H53 1.085
48 C -2.8524 2.4668 2.0956  C47 1.527, C49 1.516, O50 1.250, H54 1.087
49 C -3.6164 1.7918 0.9736  C48 1.516, H55 1.148, H56 1.118, H57 1.136
50 O -2.3474 3.4818 1.5696  C48 1.250, H58 0.939
51 H -4.0584 1.4318 3.4576  C47 1.134
52 H -4.3804 3.3388 3.3826  C47 1.155
53 H -2.8294 2.5988 4.1576  C47 1.085
54 H -1.9544 1.8808 2.2726  C48 1.087
55 H -4.2474 0.8918 1.3056  C49 1.148
56 H -2.8214 1.4288 0.2766  C49 1.118
57 H -4.2014 2.5958 0.4236  C49 1.136
58 H -1.8474 3.9868 2.1836  O50 0.939
59 C 0.8846 4.8848 -0.2724  C60 1.539, H63 1.104, H64 1.126, H65 1.064
60 C 0.5166 3.6878 -1.1664  C59 1.539, C61 1.514, O62 1.265, H66 1.068
61 C -0.9544 3.7488 -1.5194  C60 1.514, H67 1.099, H68 1.048, H69 1.099
62 O 1.2916 3.3888 -2.1204  C60 1.265, H70 0.966
63 H 0.1396 4.8918 0.5426  C59 1.104
64 H 0.8706 5.9328 -0.6834  C59 1.126
65 H 1.8506 4.7088 0.1386  C59 1.064
66 H 0.4656 2.9558 -0.3904  C60 1.068
67 H -1.6184 4.0178 -0.6854  C61 1.099
68 H -1.2294 2.8088 -1.8934  C61 1.048
69 H -1.2254 4.3718 -2.3834  C61 1.099
70 H 1.7926 2.6438 -1.7634  O62 0.966
71 C 2.4846 -2.0182 5.4086  C72 1.501, H75 1.091, H76 1.104, H77 1.063
72 C 2.1676 -1.3722 4.0916  C71 1.501, C73 1.549, O74 1.223, H78 1.114
73 C 1.0116 -1.9822 3.2606  C72 1.549, H79 1.103, H80 1.077, H81 1.100
74 O 1.8526 -0.1972 4.2196  C72 1.223, H82 0.962
75 H 1.5686 -2.1322 5.9896  C71 1.091
76 H 3.2606 -1.4182 5.9156  C71 1.104
77 H 2.9226 -2.9762 5.2696  C71 1.063
78 H 3.1396 -1.5192 3.5686  C72 1.114
79 H 1.0276 -1.4702 2.2836  C73 1.103
80 H 0.0506 -1.8102 3.7146  C73 1.077
81 H 0.9846 -3.0672 3.0786  C73 1.100
82 H 2.0696 0.2758 3.4106  O74 0.962
83 C 4.7326 3.4548 -0.6994  C84 1.569, H87 1.046, H88 1.072, H89 1.102
84 C 4.5796 2.0578 -1.3974  C83 1.569, C85 1.484, O86 1.270, H90 1.104
85 C 5.2076 1.0788 -0.4754  C84 1.484, H91 1.050, H92 1.087, H93 1.073
86 O 3.3566 1.7498 -1.5434  C84 1.270, H94 0.950
87 H 4.4476 3.4248 0.3066  C83 1.046
88 H 4.1456 4.2968 -1.0104  C83 1.072
89 H 5.7616 3.8438 -0.7654  C83 1.102
90 H 4.9906 1.9908 -2.4194  C84 1.104
91 H 5.5236 0.2108 -0.9744  C85 1.050
92 H 4.4566 0.8658 0.2806  C85 1.087
93 H 5.9916 1.5508 0.0856  C85 1.073
94 H 3.2046 1.3668 -2.3994  O86 0.950
95 C -3.6424 -1.2432 -0.1304  C96 1.532, H99 1.073, H100 1.112, H101 1.068
96 C -4.4884 -2.4382 0.3216  C95 1.532, C97 1.547, O98 1.239, H102 1.118
97 C -5.7374 -1.9532 1.0946  C96 1.547, H103 1.077, H104 1.105, H105 1.045
98 O -4.8824 -3.0972 -0.6504  C96 1.239, H106 0.920
99 H -2.9004 -1.5432 -0.8444  C95 1.073
100 H -2.9804 -0.8862 0.6886  C95 1.112
101 H -4.2244 -0.3922 -0.4094  C95 1.068
102 H -3.7804 -3.0732 0.9096  C96 1.118
103 H -6.0744 -2.8072 1.6586  C97 1.077
104 H -6.5254 -1.5952 0.4076  C97 1.105
105 H -5.5734 -1.2332 1.8336  C97 1.045
106 H -4.1804 -3.2462 -1.2264  O98 0.920
107 C -0.5044 -3.0202 -2.5844  C108 1.548, H111 0.985, H112 1.102, H113 1.073
108 C -1.6204 -3.9472 -3.1244  C107 1.548, C109 1.555, O110 1.263, H114 1.117
109 C -1.5424 -5.4422 -2.7034  C108 1.555, H115 1.080, H116 1.121, H117 1.105
110 O -2.7994 -3.6122 -2.8194  C108 1.263, H118 0.971
111 H 0.2896 -3.2812 -3.1054  C107 0.985
112 H -0.3084 -3.2502 -1.5244  C107 1.102
113 H -0.6694 -1.9682 -2.7194  C107 1.073
114 H -1.6714 -3.9452 -4.2404  C108 1.117
115 H -1.6674 -5.6082 -1.6434  C109 1.080
116 H -0.6054 -5.9552 -3.0434  C109 1.121
117 H -2.3714 -5.9372 -3.2404  C109 1.105
118 H -3.1304 -2.9202 -3.4144  O110 0.971
119 C 0.8576 2.6728 2.4446  C120 1.568, H123 1.052, H124 1.128, H125 1.119
120 C 2.1986 2.1248 1.8446  C119 1.568, C121 1.518, O122 1.229, H126 1.079
121 C 3.4576 2.4308 2.6346  C120 1.518, H127 1.073, H128 1.114, H129 1.064
122 O 2.2066 0.9078 1.6726  C120 1.229, H130 0.946
123 H 0.1216 3.0138 1.7746  C119 1.052
124 H 0.9376 3.4168 3.2886  C119 1.128
125 H 0.2556 1.8418 2.8916  C119 1.119
126 H 2.2706 2.4448 0.8166  C120 1.079
127 H 3.5806 3.4938 2.7086  C121 1.073
128 H 4.4476 2.0048 2.3546  C121 1.114
129 H 3.3286 1.9448 3.5726  C121 1.064
130 H 1.6036 0.6648 0.9856  O122 0.946

(3)
Here is a cluster of 2 separate species, C7H20BNO3PS in total at a distorted geometry from OMol25. Energies are from ωB97M-V with the def2-TZVPD basis set.

Properties
Charge   -1
Energy relative to the best compared isomer or geometry (same formula, charge and spin)   0.0 kJ/mol
E   -1323.40872 Ha
Orbital gap   2.13 eV
Highest occupied orbital energy   -0.96 eV
Strongest force on any atom   2.58 eV/A
Spin multiplicity   1

Bonds (Å) are listed after each position.
CARTESIAN COORDINATES (ANGSTROEM)
1 C -0.5664 -3.3066 0.5898  N2 1.461, H11 1.090, H12 1.104, H13 1.102
2 N -1.2421 -2.1804 -0.0495  C1 1.461, C3 1.465, B4 1.461
3 C -2.4996 -2.5762 -0.6896  N2 1.465, H14 1.093, H15 1.100, H16 1.101
4 B -0.3828 -1.3754 -0.9146  N2 1.461, O5 1.432, S6 1.890
5 O -0.8810 -0.3844 -1.8210  B4 1.432, H17 0.961
6 S 1.4993 -1.5372 -0.8711  B4 1.890, C7 1.851, P8 2.180
7 C 2.1619 -2.3012 -2.4213  S6 1.851, H18 1.092, H19 1.093, H20 1.110
8 P 2.3258 0.4778 -0.9601  S6 2.180, C9 1.870, C10 1.869
9 C 1.5128 1.3027 0.5075  P8 1.870, H21 1.099, H22 1.100, H23 1.091
10 C 1.7616 1.3441 -2.5169  P8 1.869, H24 1.094, H25 1.101, H26 1.093
11 H 0.2614 -2.9963 1.2268  C1 1.090
12 H -0.2774 -4.0893 -0.1332  C1 1.104
13 H -1.3012 -3.7869 1.2567  C1 1.102
14 H -2.6548 -2.1193 -1.6698  C3 1.093
15 H -2.6030 -3.6647 -0.8056  C3 1.100
16 H -3.3250 -2.2309 -0.0481  C3 1.101
17 H -1.0628 0.3801 -1.2680  O5 0.961
18 H 2.4558 -3.3373 -2.2420  C7 1.092
19 H 1.5017 -2.1869 -3.2853  C7 1.093
20 H 3.0942 -1.7532 -2.6720  C7 1.110
21 H 0.8295 2.1098 0.2080  C9 1.099
22 H 0.9820 0.4997 1.0409  C9 1.100
23 H 2.2872 1.7527 1.1298  C9 1.091
24 H 2.4529 2.1375 -2.8149  C10 1.094
25 H 0.7975 1.8301 -2.3038  C10 1.101
26 H 1.5719 0.6560 -3.3444  C10 1.093
27 O -0.9520 3.4227 4.8864  C28 1.320
28 C -0.7065 3.8776 3.6714  O27 1.320, C29 1.638, H31 1.113, H32 1.111
29 C -1.4688 2.9587 2.5496  C28 1.638, O30 1.325, H33 1.109, H34 1.112
30 O -1.2115 3.4014 1.3277  C29 1.325
31 H 0.3579 3.8836 3.3476  C28 1.113
32 H -1.0390 4.9139 3.4504  C28 1.111
33 H -2.5330 2.9586 2.8616  C29 1.109
34 H -1.1466 1.9190 2.7771  C29 1.112

(4)
Here is a cluster of 2 separate species, C5H4 in total at a distorted geometry from OMol25. Energies are from ωB97M-V with the def2-TZVPD basis set.

Properties
Charge   0
Energy relative to the best compared isomer or geometry (same formula, charge and spin)   550.6 kJ/mol
E   -192.46308 Ha
Orbital gap (spin up / spin down)   6.50 / 7.49 eV
Highest occupied orbital energy (spin up / spin down)   -6.10 / -9.96 eV
Strongest force on any atom   6.48 eV/A
Spin multiplicity   3

Bonds (Å) are listed after each position.
CARTESIAN COORDINATES (ANGSTROEM)
1 C 1.3417 0.0669 0.0630  C4 1.493, C5 1.512, H6 1.142, H7 1.008
2 C -0.9020 0.7054 0.0347  C3 1.497, C4 1.487, C5 1.463
3 C -0.8213 -0.7839 -0.0917  C2 1.497, C4 1.486, C5 1.475, H9 0.995
4 C 0.0777 -0.0637 0.8467  C1 1.493, C2 1.487, C3 1.486, C5 1.674
5 C 0.1150 0.0932 -0.8198  C1 1.512, C2 1.463, C3 1.475, C4 1.674
6 H 2.0954 0.9195 -0.0355  C1 1.142
7 H 1.9284 -0.7420 -0.0659  C1 1.008
8 H -2.3187 1.2973 0.2266  no bonds
9 H -1.5162 -1.4927 -0.1581  C3 0.995